i) {
  "formula": "C6H10NO",
  "method": "ωB97M-V/def2-TZVPD",
  "total_charge": -1,
  "e_lumo_ev": 2.51,
  "gap_ev": 4.9905,
  "species": ["C", "O", "C", "C", "C", "C", "N", "C", "H", "H", "H", "H", "H", "H", "H", "H", "H", "H"],
  "positions_angstrom": [[0.14109, 1.03430, 2.47057], [0.15557, 2.40046, 2.53040], [0.62205, 0.44355, 1.12633], [-0.20456, 0.82404, -0.13061], [0.20096, 0.37747, -1.49399], [-0.54132, -0.83106, -2.06501], [-0.93626, -2.21260, -1.78068], [0.32164, -2.32438, -1.31477], [-0.91596, 0.65252, 2.64816], [0.73280, 0.50787, 3.31764], [0.69879, -0.72451, 1.18531], [1.63791, 0.83242, 0.93261], [-1.21740, 0.40588, 0.07795], [-0.33815, 1.91152, -0.01795], [0.68512, 1.08604, -2.22891], [-0.96978, -0.58884, -3.01497], [1.18330, -2.49959, -1.95267], [0.57350, -2.44232, -0.28066]]
}



ii) {
  "formula": "C6H10NO",
  "method": "ωB97M-V/def2-TZVPD",
  "total_charge": -1,
  "e_lumo_ev": 4.14,
  "smiles": "C=NC(=C)CCC[O-]",
  "gap_ev": 6.9056,
  "species": ["C", "N", "C", "C", "C", "C", "C", "O", "H", "H", "H", "H", "H", "H", "H", "H", "H", "H"],
  "positions_angstrom": [[1.92430, -1.36453, 0.44002], [2.18581, -0.15253, 0.29077], [1.18378, 0.71249, -0.16652], [1.25032, 1.98927, 0.22560], [-0.00860, 0.22280, -0.98705], [-1.35360, 0.40076, -0.16618], [-1.90049, -0.95622, 0.29010], [-1.04543, -1.69093, 1.03547], [2.64186, -2.10168, 0.77315], [0.87099, -1.69877, 0.52528], [0.56821, 2.77517, -0.04619], [2.18377, 2.35245, 0.65697], [0.02215, 0.62480, -1.99689], [-0.03993, -0.85468, -0.90270], [-1.18183, 1.06336, 0.66331], [-2.12443, 0.89213, -0.78787], [-2.28727, -1.48344, -0.64162], [-2.88960, -0.73044, 0.79435]]
}



List of relative energies, unit kcal/mol: i) 104.1; ii) 0.0



i) {
  "formula": "H20NO8",
  "method": "ωB97M-V/def2-TZVPD",
  "total_charge": 1,
  "e_lumo_ev": -3.23,
  "gap_ev": 10.4611,
  "species": ["N", "H", "H", "H", "H", "O", "H", "H", "O", "H", "H", "O", "H", "H", "O", "H", "H", "O", "H", "H", "O", "H", "H", "O", "H", "H", "O", "H", "H"],
  "positions_angstrom": [[-0.59543, 0.22882, -0.09623], [-0.38085, 1.16376, -0.21428], [-0.80074, -0.01279, -1.04202], [-1.22764, -0.04729, 0.43691], [-0.03155, -0.61824, -0.15804], [-2.79934, 2.23126, 0.13191], [-2.47857, 3.15288, -0.20648], [-2.96924, 2.53654, 0.97336], [2.37690, 0.40366, -1.44894], [2.82289, 0.74547, -0.73837], [2.90719, 0.46876, -2.26439], [-0.25868, -2.97257, -0.13352], [-0.44839, -3.37335, 0.77734], [-0.86902, -3.13803, -0.76087], [1.79233, -1.16504, 1.76743], [1.52256, -0.57127, 2.55285], [2.64056, -1.14100, 1.83213], [-3.06891, -0.71344, 2.29295], [-3.06454, 0.21595, 2.31829], [-3.76912, -1.15373, 1.65467], [2.32274, -2.45939, -1.16928], [1.46382, -2.86435, -1.03981], [2.04960, -1.60611, -0.93927], [0.48030, 2.97037, 1.66103], [1.37290, 3.24099, 1.32658], [-0.21857, 3.65160, 1.61935], [0.13476, 0.52429, -3.06236], [0.04812, -0.32997, -3.45089], [1.04591, 0.63222, -2.62006]]
}



ii) {
  "formula": "H20NO8",
  "method": "ωB97M-V/def2-TZVPD",
  "total_charge": 1,
  "e_lumo_ev": -3.05,
  "gap_ev": 11.3405,
  "species": ["N", "H", "H", "H", "H", "O", "H", "H", "O", "H", "H", "O", "H", "H", "O", "H", "H", "O", "H", "H", "O", "H", "H", "O", "H", "H", "O", "H", "H"],
  "positions_angstrom": [[-0.01045, -0.07159, 0.38955], [0.21855, -0.46959, -0.48745], [0.17055, 1.05141, 0.43555], [0.58755, -0.43459, 1.08855], [-1.03745, -0.34459, 0.49655], [-2.97445, -0.38659, 2.00655], [-3.15245, -1.25059, 2.38455], [-3.59945, -0.29459, 1.18355], [-0.29545, -0.62159, -3.02845], [-1.02845, -1.16659, -2.68945], [-0.20245, 0.29941, -2.75645], [-0.47845, 2.04641, -2.18945], [-1.38045, 2.35941, -2.09745], [0.24755, 2.53641, -2.32545], [2.34855, 1.31141, -0.47445], [2.85455, 1.45241, -1.29245], [2.84655, 0.38541, -0.23145], [-0.56345, 3.10641, 0.94255], [-0.26145, 3.77741, 1.59655], [-1.43645, 3.38441, 0.93255], [1.43455, -2.33059, -1.23445], [1.33055, -3.22759, -1.33345], [1.44155, -2.02159, -2.18345], [-1.04645, -3.11059, 0.61955], [-1.89045, -3.00759, 0.33955], [-0.54645, -3.72459, 0.16855], [1.77755, 0.40041, 3.33255], [2.43255, 0.86641, 2.81755], [2.21355, -0.51459, 3.58955]]
}



List of relative energies, unit kcal/mol: i) 40.8; ii) 0.0



i) {
  "formula": "CH11N3O3",
  "method": "ωB97M-V/def2-TZVPD",
  "e_lumo_ev": -5.10,
  "gap_ev": 3.3249,
  "species": ["N", "C", "N", "N", "H", "H", "H", "H", "H", "H", "H", "O", "H", "H", "O", "H", "H", "O"],
  "positions_angstrom": [[2.12690, -0.38754, 0.82394], [1.89377, 0.16711, -0.47630], [1.43840, 1.46870, -0.64525], [0.87653, -0.85974, -1.04577], [1.72792, -1.34262, 0.66992], [1.54785, 0.15126, 1.51814], [1.96358, 1.89794, -1.43187], [2.80872, -0.08969, -1.13432], [0.04373, -0.91303, -0.40604], [-1.40181, 0.97601, 1.31779], [-0.03018, 1.56393, 0.55967], [-0.40857, 0.98498, 1.33364], [-2.57881, -2.12230, -0.40663], [0.57999, -0.54398, -1.98777], [-1.84495, -1.57214, -0.12965], [-3.54068, 0.79737, 0.23683], [-2.35165, -0.76886, 0.32130], [-2.85072, 0.59261, 0.88235]]
}



ii) {
  "formula": "CH11N3O3",
  "method": "ωB97M-V/def2-TZVPD",
  "e_lumo_ev": 0.21,
  "smiles": "N=C(N)N.O.O.O",
  "gap_ev": 8.8515,
  "species": ["N", "C", "N", "N", "H", "H", "H", "H", "H", "O", "H", "H", "O", "H", "H", "O", "H", "H"],
  "positions_angstrom": [[-0.49550, 0.59858, 0.52336], [-0.83680, -0.72717, 0.46960], [0.14924, -1.59002, 0.88339], [-2.12017, -1.20888, 0.57759], [-0.20249, 0.68627, 1.50461], [-0.32470, -2.47098, 1.16952], [1.15685, -1.52890, 0.52578], [-2.25729, -2.02095, 1.14644], [-2.90670, -0.57520, 0.25469], [3.16200, -0.76295, -0.17425], [2.78695, 0.12757, -0.50231], [4.09621, -0.76697, -0.36104], [-2.09518, 1.98882, -1.31720], [-2.96358, 1.62999, -1.33206], [-1.59333, 1.47330, -0.64215], [1.86769, 1.62275, -0.88156], [1.43032, 1.99320, -1.69234], [1.14648, 1.53156, -0.15204]]
}



List of relative energies, unit kcal/mol: i) 142.4; ii) 0.0



i) {
  "formula": "H2NOP",
  "method": "ωB97M-V/def2-TZVPD",
  "e_lumo_ev": [-1.24, -1.24],
  "smiles": "O=NP",
  "gap_ev": [8.3051, 8.3045],
  "species": ["O", "N", "P", "H", "H"],
  "positions_angstrom": [[-1.83509, 0.56556, -0.09514], [-0.92673, -0.32292, 0.33036], [0.54424, -0.43349, -0.35353], [0.98446, 0.84222, -0.71340], [1.23312, -0.65136, 0.83171]]
}



ii) {
  "formula": "H2NOP",
  "method": "ωB97M-V/def2-TZVPD",
  "e_lumo_ev": 0.12,
  "smiles": "NP=O",
  "gap_ev": 10.4202,
  "species": ["N", "P", "O", "H", "H"],
  "positions_angstrom": [[0.49078, 0.20547, 0.27535], [-0.64477, 0.14067, -1.07289], [-1.56905, -0.90025, -0.73452], [0.25568, -0.04692, 1.21719], [1.46736, 0.60102, 0.31487]]
}



List of relative energies, unit kcal/mol: i) 102.3; ii) 0.0